Formula: C3H6NdO3
Source: the OMol25 dataset
Level of theory: the ωB97M-V functional and the def2-TZVPD basis

Last column: Löwdin charge in e.
Atoms and positions in Å:
1 C -1.6158 -0.3784 0.1325  -0.135
2 C -0.6483 0.5642 0.7615  -0.148
3 O 0.6274 0.3845 0.1061  -0.238
4 C 1.5951 -0.1659 0.8104  -0.081
5 O 2.5401 -0.1364 -0.1174  -0.217
6 Nd 2.1232 1.5237 -1.9794  1.917
7 H -2.6110 -0.1878 0.5549  0.150
8 H -1.3235 -1.4029 0.4097  0.143
9 H -0.5540 0.3377 1.8294  0.139
10 H -0.5768 1.7615 0.7904  0.187
11 H 3.1902 -1.0737 -0.0795  0.289
12 O -1.7355 -0.4010 -1.3763  -0.064
13 H -1.0111 -0.8256 -1.8424  0.057

Its net charge is +2. The spin multiplicity is 5. The calculation puts the energy at -24605.5213 eV.


Formula: C8H16N2O
Source: the OMol25 dataset
Level of theory: the ωB97M-V functional and the def2-TZVPD basis

Last column: Löwdin charge in e.
Atoms and positions in Å:
1 C -1.1724 -2.1434 -0.5055  -0.016
2 C -1.0044 -0.7605 0.0387  -0.298
3 C 0.3393 -0.3408 0.6113  -0.115
4 C 1.6418 -0.9829 0.0039  -0.420
5 C 1.7274 -0.7397 -1.4884  -0.061
6 C 2.8283 -0.4735 0.7773  -0.076
7 N -1.9861 0.0012 -0.1244  0.120
8 N -1.8863 1.3079 0.2783  -0.183
9 C -2.3344 2.3694 -0.6360  -0.008
10 C -1.3592 1.6944 1.4996  -0.301
11 O -1.2704 1.0431 2.5730  -0.028
12 H -2.1087 -2.4862 -0.1247  0.076
13 H -0.3403 -2.8505 -0.2216  0.103
14 H -1.3363 -2.0617 -1.5022  0.044
15 H 0.4791 0.7134 0.3403  0.111
16 H 0.2536 -0.2035 1.6440  0.079
17 H 1.5502 -2.0545 0.3102  0.130
18 H 1.0666 -1.2750 -2.0692  0.037
19 H 2.6685 -0.9066 -1.8918  0.047
20 H 1.5674 0.4478 -1.6937  0.147
21 H 2.5563 -0.0152 1.7207  0.077
22 H 3.2732 0.3536 0.1666  0.098
23 H 3.5210 -1.1926 1.0732  0.054
24 H -1.9282 3.3464 -0.4125  0.082
25 H -2.0453 1.9734 -1.5386  0.058
26 H -3.3835 2.3716 -0.3783  0.093
27 H -1.3172 2.8645 1.5498  0.151

Its SMILES is C/C(CC(C)C)=N/N(C)C=O. The spin multiplicity is 1. The calculation puts the energy at -13580.5379 eV.


Formula: C7H12N2O
Source: the OMol25 dataset
Level of theory: the ωB97M-V functional and the def2-TZVPD basis

Last column: Löwdin charge in e.
Atoms and positions in Å:
1 C -1.2944 1.6053 0.8193  0.068
2 C -0.2332 1.1797 0.1294  -0.320
3 C 1.1315 1.7734 0.3317  -0.074
4 C -0.4996 0.2169 -1.0445  -0.461
5 C 0.6811 0.0332 -1.9777  -0.022
6 O -1.6482 0.0308 -1.4387  0.032
7 H -2.2790 1.2415 0.5714  0.070
8 H -1.2152 2.3173 1.6268  0.065
9 H 1.4006 2.4167 -0.5063  0.082
10 H 1.1555 2.3790 1.2369  0.078
11 H 1.8937 0.9986 0.4070  0.076
12 H 1.5055 -0.4355 -1.4421  0.081
13 H 1.0270 0.9918 -2.3586  0.087
14 H 0.3840 -0.6007 -2.8108  0.084
15 N -1.1698 -2.6896 -0.6009  0.068
16 C -0.3972 -1.8995 0.1755  -0.191
17 C 0.0896 -1.4031 1.1865  -0.152
18 N 0.8161 -1.0842 2.2751  0.067
19 H -2.1218 -2.3399 -0.6711  0.094
20 H -0.7984 -2.8607 -1.5342  0.093
21 H 0.7072 -0.1254 2.5826  0.080
22 H 0.8649 -1.7456 3.0427  0.097

Its SMILES is C=C(C)C(C)=O.NC#CN. The spin multiplicity is 1. The calculation puts the energy at -12478.0908 eV.


Formula: C8H12F3N3O
Source: the OMol25 dataset
Level of theory: the ωB97M-V functional and the def2-TZVPD basis

Last column: Löwdin charge in e.
Atoms and positions in Å:
1 C -2.8835 0.6892 -0.5853  -0.290
2 C -2.5148 1.5502 0.6380  -0.173
3 C 1.6820 -0.3611 -0.7866  -0.126
4 C -0.0225 -1.4359 0.4982  -0.128
5 C 2.7034 -1.2639 -0.0858  -0.183
6 C 1.0528 -2.2990 1.1576  -0.193
7 C -0.3466 0.8672 -0.1132  -0.237
8 C 0.0482 1.9757 -1.0594  -0.577
9 N -2.0297 0.1432 -1.2808  0.138
10 N -1.1318 1.2767 0.9581  0.050
11 N 0.5577 -0.1511 0.1138  -0.059
12 O 2.1449 -2.4973 0.2983  -0.124
13 F -0.8869 2.9209 -1.1763  0.153
14 F 1.1595 2.6361 -0.6310  0.126
15 F 0.3307 1.5643 -2.2965  0.150
16 H -3.9518 0.6328 -0.7801  0.095
17 H -2.6452 2.5948 0.3454  0.107
18 H -3.1539 1.3472 1.4968  0.113
19 H 2.1684 0.5838 -1.0202  0.121
20 H 1.3466 -0.8359 -1.7179  0.142
21 H -0.4080 -1.9372 -0.3997  0.133
22 H -0.8523 -1.2884 1.1895  0.120
23 H 3.5229 -1.4970 -0.7665  0.130
24 H 3.1019 -0.7416 0.7977  0.131
25 H 1.3899 -1.8169 2.0886  0.129
26 H 0.6541 -3.2890 1.3831  0.129
27 H -1.0362 0.6323 1.7340  0.125

The spin multiplicity is 1. The calculation puts the energy at -23158.9918 eV.


Formula: C3H6N2O3
Source: the OMol25 dataset
Level of theory: the ωB97M-V functional and the def2-TZVPD basis

Last column: Löwdin charge in e.
Atoms and positions in Å:
1 C -0.0241 -1.8422 -1.1389  -0.041
2 C 0.9210 -0.5234 0.6083  -0.509
3 C -0.0280 1.9094 0.5511  -0.568
4 H -0.4645 -1.6950 -2.2988  0.155
5 H 1.0793 -2.6977 -1.0158  0.194
6 H -0.6250 -2.2724 -0.3150  0.074
7 H 1.1730 1.1570 1.8869  0.095
8 H -2.4116 1.9403 -0.2319  0.289
9 H -1.2805 0.5102 -0.6739  0.030
10 N 0.8078 0.9108 1.0507  0.167
11 N -1.0694 1.4120 -0.2728  0.078
12 O 0.4124 -0.5680 -0.5971  -0.121
13 O 1.3139 -1.2869 1.4552  0.122
14 O 0.1958 3.0459 0.9921  0.033

The spin multiplicity is 1. The calculation puts the energy at -12327.2016 eV.


Calculated relative energy (zero: lowest compared OMol25 entry of this formula, charge and spin) (kcal per mole), listed in the same order as above: 76.8 69.3 80.0 25.2 115.9